[1]
The following is a DFT calculation (ωB97M-V/def2-TZVPD) of a cluster of 2 separate species, C5H8F3NO2 in total in a non-equilibrium geometry.

Output
<S²>: 2.008
Spin multiplicity: 3
Frontier orbital gap (spin up / spin down): 0.2516 / 0.3036 Eh

Each line ends with the Mulliken charge.
Geometry (Å):
C (-0.076, 1.412, 0.851)  -1.167
C (-0.814, 1.308, -1.380)  -0.096
C (1.352, -0.595, 0.357)  0.080
C (1.377, -2.094, 0.472)  -0.428
C (2.549, 0.208, -0.205)  0.771
N (0.285, 0.138, 0.829)  0.002
O (-0.544, 0.242, -1.936)  -0.475
O (0.017, -2.526, 0.213)  -0.495
F (3.028, 1.102, 0.727)  -0.273
F (3.550, -0.558, -0.512)  -0.281
F (2.279, 1.050, -1.268)  -0.248
H (0.610, 2.149, 0.505)  0.509
H (-1.031, 1.559, 1.362)  0.480
H (-1.597, 1.557, -0.768)  0.358
H (-0.165, 2.205, -1.589)  0.202
H (1.730, -2.447, 1.497)  0.245
H (2.030, -2.546, -0.335)  0.305
H (-0.445, -0.411, 1.038)  0.208
H (0.030, -2.549, -0.673)  0.301

[2]
The following is a DFT calculation (ωB97M-V/def2-TZVPD) of the molecule C5H8FN in a non-equilibrium geometry.

Output
Frontier orbital gap: 0.3805 Eh
ΔE to the lowest compared entry with this formula, charge and spin: 1.935 eV

Each line ends with the Mulliken charge.
Geometry (Å):
C (2.291, -0.934, 0.713)  -0.692
C (1.075, -1.391, 0.450)  0.392
F (0.757, -2.732, 0.370)  -0.271
C (-0.162, -0.259, 0.036)  0.710
C (-1.616, -0.628, -0.085)  -1.376
N (0.375, 0.871, -0.118)  -0.424
C (-0.411, 1.947, -0.495)  -1.129
H (3.172, -1.633, 0.838)  0.271
H (2.507, 0.116, 0.671)  0.323
H (-2.181, -0.074, 0.616)  0.345
H (-1.787, -1.719, -0.017)  0.311
H (-2.003, -0.421, -1.004)  0.439
H (-1.137, 1.801, -1.253)  0.336
H (0.108, 2.701, -0.995)  0.380
H (-0.989, 2.356, 0.274)  0.387

[3]
The following is a DFT calculation (ωB97M-V/def2-TZVPD) of the molecule C5H8FN in a non-equilibrium geometry.

Output
Frontier orbital gap: 0.3758 Eh
ΔE to the lowest compared entry with this formula, charge and spin: 2.086 eV

Each line ends with the Mulliken charge.
Geometry (Å):
C (-1.574, -1.497, -1.017)  -0.668
C (-1.580, -0.351, -0.394)  0.377
F (-2.230, -0.273, 0.765)  -0.279
C (-0.882, 0.821, -0.881)  -0.138
N (0.281, 1.261, -0.705)  -0.414
C (1.394, 0.933, 0.105)  -0.170
C (1.252, 0.010, 1.338)  -1.121
H (-0.774, -1.520, -1.747)  0.256
H (-1.873, -2.450, -0.655)  0.357
H (-1.425, 1.422, -1.771)  0.273
H (1.750, 1.932, 0.400)  0.309
H (2.061, 0.362, -0.460)  0.244
H (1.068, -1.054, 1.100)  0.284
H (0.424, 0.361, 1.927)  0.303
H (2.107, 0.042, 1.994)  0.386

[4]
The following is a DFT calculation (ωB97M-V/def2-TZVPD) of the molecule C5H8FNO2 in a non-equilibrium geometry.

Output
Frontier orbital gap (spin up / spin down): 0.3245 / 0.2343 Eh
ΔE to the lowest compared entry with this formula, charge and spin: 6.785 eV

Each line ends with the Mulliken charge.
Geometry (Å):
C (1.143, -0.940, 0.132)  -0.595
C (0.941, 0.310, 1.052)  -0.356
C (-0.148, -1.176, -0.814)  -0.328
C (0.782, 1.569, 0.400)  -0.857
C (-1.030, -0.034, -1.012)  -0.071
N (-1.906, 0.376, -0.082)  0.962
O (-1.733, -0.439, 0.923)  -0.603
O (-2.777, 1.274, -0.103)  -0.653
F (-1.047, 0.549, -2.269)  -0.282
H (2.083, -0.905, -0.596)  0.278
H (1.298, -1.861, 0.741)  0.310
H (-0.022, 0.236, 1.584)  0.301
H (1.584, 0.390, 1.875)  0.533
H (0.190, -1.446, -1.878)  0.288
H (-0.667, -1.937, -0.371)  0.364
H (0.602, 2.421, 1.066)  0.279
H (0.707, 1.614, -0.648)  0.430

[5]
The following is a DFT calculation (ωB97M-V/def2-TZVPD) of a cluster of 2 separate species, C5H8IN in total in a non-equilibrium geometry.

Output
Frontier orbital gap: 0.3135 Eh
ΔE to the lowest compared entry with this formula, charge and spin: 4.274 eV

Each line ends with the Mulliken charge.
Geometry (Å):
C (1.093, 0.434, 0.136)  -0.764
C (2.146, 0.229, -0.392)  0.794
C (-2.620, -0.362, 0.532)  -1.231
C (-0.289, 0.582, 0.551)  -0.686
C (-1.180, -0.572, 0.083)  -0.315
N (4.112, 0.057, -0.763)  -0.470
I (4.582, 1.408, -2.169)  0.185
H (-3.247, -1.172, 0.177)  0.335
H (-3.019, 0.573, 0.142)  0.329
H (-2.688, -0.326, 1.614)  0.330
H (-0.669, 1.531, 0.156)  0.288
H (-0.302, 0.634, 1.644)  0.277
H (-0.803, -1.512, 0.498)  0.305
H (-1.140, -0.645, -1.005)  0.324
H (4.025, -0.860, -1.204)  0.300

[6]
The following is a DFT calculation (ωB97M-V/def2-TZVPD) of a cluster of 2 separate species, C5H8IN2O in total in a non-equilibrium geometry.

Output
Frontier orbital gap: 0.3128 Eh
Total charge: +1
ΔE to the lowest compared entry with this formula, charge and spin: 5.917 eV

Each line ends with the Mulliken charge.
Geometry (Å):
C (0.847, 0.619, 1.700)  0.129
C (0.319, -1.982, -1.182)  0.013
C (0.062, -0.770, -0.482)  -0.104
C (-0.003, 2.266, -0.161)  -0.915
C (-0.060, 1.128, 0.722)  0.096
N (-0.715, -1.109, -1.728)  -0.555
N (-0.377, -2.049, 0.072)  -0.176
O (1.068, -0.539, 1.929)  -0.420
I (-2.039, 0.860, 1.474)  0.268
H (1.378, 1.368, 2.433)  0.318
H (1.024, -2.613, -1.723)  0.390
H (-0.882, 2.811, -0.654)  0.382
H (0.744, 2.954, 0.279)  0.323
H (0.510, 1.931, -1.110)  0.296
H (-0.506, -0.468, -2.515)  0.272
H (-1.457, -2.085, -0.059)  0.346
H (0.088, -2.324, 1.004)  0.337

[7]
The following is a DFT calculation (ωB97M-V/def2-TZVPD) of a structure of composition C5H8InLiO4 in a non-equilibrium geometry.

Output
<S²>: 0.755
Spin multiplicity: 2
Frontier orbital gap (spin up / spin down): 0.2522 / 0.1761 Eh
Total charge: +1
ΔE to the lowest compared entry with this formula, charge and spin: 2.012 eV

Each line ends with the Mulliken charge.
Geometry (Å):
C (0.606, -1.602, 2.209)  -0.848
C (1.238, -0.558, 1.317)  0.222
O (1.744, -1.066, 0.200)  -0.780
Li (0.763, -1.813, -1.121)  0.960
H (0.483, -1.223, 3.236)  0.310
H (-0.356, -1.915, 1.777)  0.224
H (1.211, -2.523, 2.203)  0.283
H (1.983, 0.131, 1.769)  0.303
H (0.390, 0.499, 1.051)  -0.245
O (-0.370, 2.647, -0.938)  -0.591
C (0.089, -0.243, -2.454)  -0.085
C (-0.746, 1.736, -0.137)  0.029
O (0.655, 0.399, -3.341)  -0.414
O (-1.117, 0.452, -2.106)  -0.329
C (-1.441, 0.534, -0.732)  0.113
In (-0.389, 2.207, -2.953)  0.972
H (-1.164, 2.060, 0.834)  0.515
H (-2.530, 0.632, -0.623)  0.357
H (-1.050, -0.352, -0.189)  0.003

[8]
The following is a DFT calculation (ωB97M-V/def2-TZVPD) of a structure of composition C5H8KO3 in a non-equilibrium geometry.

Output
<S²>: 0.794
Spin multiplicity: 2
Frontier orbital gap (spin up / spin down): 0.2281 / 0.2870 Eh
ΔE to the lowest compared entry with this formula, charge and spin: 0.554 eV

Each line ends with the Mulliken charge.
Geometry (Å):
C (-1.477, -0.539, 1.488)  -0.582
C (-2.674, -0.170, 2.116)  -0.625
H (-1.585, -1.243, 0.653)  0.307
H (-0.695, -0.927, 2.154)  0.310
H (-3.596, -0.059, 1.542)  0.277
H (-2.668, 0.275, 3.114)  0.269
O (1.302, -0.961, -3.277)  -0.832
C (1.665, -0.402, -2.214)  0.837
O (2.834, -0.402, -1.758)  -0.847
K (3.777, -1.629, -3.989)  0.970
O (0.669, 0.173, -1.496)  -0.293
C (0.948, 0.586, -0.160)  -0.163
C (-0.332, 1.008, 0.489)  -0.952
H (1.675, 1.417, -0.179)  0.296
H (1.419, -0.243, 0.392)  0.279
H (-0.180, 1.700, 1.325)  0.391
H (-1.080, 1.416, -0.200)  0.357

[9]
The following is a DFT calculation (ωB97M-V/def2-TZVPD) of a cluster of 2 separate species, C5H8N in total in a non-equilibrium geometry.

Output
Frontier orbital gap: 0.3558 Eh
Total charge: +1
ΔE to the lowest compared entry with this formula, charge and spin: 5.755 eV

Each line ends with the Mulliken charge.
Geometry (Å):
C (-3.018, -0.278, 0.632)  -0.345
C (0.082, 0.797, -0.155)  0.259
C (1.210, 1.357, 0.586)  -0.436
C (-3.045, -0.270, -0.542)  -0.408
C (1.836, -1.141, -0.421)  -0.692
N (1.073, 0.037, -0.009)  0.060
H (1.037, 1.353, 1.685)  0.224
H (1.854, 1.987, 0.159)  0.331
H (-2.968, -0.324, 1.653)  0.442
H (-1.018, 0.840, -0.438)  0.158
H (-3.249, -0.296, -1.545)  0.417
H (1.290, -1.929, -0.146)  0.331
H (2.788, -1.063, 0.057)  0.337
H (2.127, -1.070, -1.517)  0.322

[10]
The following is a DFT calculation (ωB97M-V/def2-TZVPD) of a cluster of 2 separate species, C5H8N in total in a non-equilibrium geometry.

Output
Frontier orbital gap: 0.3277 Eh
Total charge: +1
ΔE to the lowest compared entry with this formula, charge and spin: 6.477 eV

Each line ends with the Mulliken charge.
Geometry (Å):
C (-0.935, 1.607, 1.760)  0.117
C (-0.516, 0.176, 1.757)  -0.050
C (0.202, -0.307, 0.701)  0.217
C (0.708, -1.613, 0.315)  -1.053
C (0.521, 1.402, -0.826)  -0.870
N (-1.114, 2.731, 1.657)  -0.297
H (-0.056, -0.189, 2.775)  0.369
H (-1.471, -0.313, 1.805)  0.301
H (0.208, -1.994, -0.683)  0.350
H (0.700, -2.614, 0.888)  0.351
H (1.686, -1.404, -0.031)  0.363
H (1.261, 1.079, -1.478)  0.362
H (0.646, 2.083, -0.069)  0.493
H (-0.384, 1.522, -1.397)  0.345

[11]
The following is a DFT calculation (ωB97M-V/def2-TZVPD) of a cluster of 2 separate species, C5H8N in total in a non-equilibrium geometry.

Output
Frontier orbital gap: 0.2564 Eh
Total charge: +1
ΔE to the lowest compared entry with this formula, charge and spin: 5.228 eV

Each line ends with the Mulliken charge.
Geometry (Å):
C (-1.865, 1.245, 0.088)  -0.154
C (-1.427, 0.033, -0.396)  0.764
C (-0.960, 1.744, 1.135)  -0.056
C (-0.562, 0.420, 0.602)  -0.067
C (-1.707, -1.001, -1.356)  -1.003
N (3.177, -0.708, 0.315)  -0.664
H (-0.330, 2.588, 0.871)  0.256
H (-1.335, 1.792, 2.153)  0.268
H (-2.403, -1.731, -0.935)  0.302
H (-0.785, -1.520, -1.621)  0.337
H (-2.165, -0.572, -2.247)  0.335
H (3.157, -1.643, 0.697)  0.225
H (3.281, -0.028, 1.053)  0.223
H (3.924, -0.619, -0.359)  0.233

[12]
The following is a DFT calculation (ωB97M-V/def2-TZVPD) of the ion C5H8N with charge +1 in a non-equilibrium geometry.

Output
Frontier orbital gap: 0.3465 Eh
Total charge: +1
ΔE to the lowest compared entry with this formula, charge and spin: 4.873 eV

Each line ends with the Mulliken charge.
Geometry (Å):
N (-1.703, -0.650, 0.051)  -0.291
C (-0.674, 0.404, 0.301)  -0.260
C (0.056, 1.012, -0.891)  -0.692
C (0.813, 0.186, 0.136)  0.406
C (1.673, -1.029, 0.111)  -0.643
C (2.205, -0.029, 0.759)  -0.392
H (-2.576, -0.140, 0.236)  0.376
H (-1.801, -1.337, 0.935)  0.401
H (-1.635, -1.090, -0.847)  0.344
H (-1.041, 1.085, 1.107)  0.299
H (0.282, 2.145, -0.936)  0.215
H (-0.067, 0.754, -1.982)  0.263
H (1.678, -1.968, -0.242)  0.471
H (2.790, 0.658, 1.261)  0.502

[13]
The following is a DFT calculation (ωB97M-V/def2-TZVPD) of a cluster of 2 separate species, C5H8N in total in a non-equilibrium geometry.

Output
Frontier orbital gap: 0.2496 Eh
Total charge: +1
ΔE to the lowest compared entry with this formula, charge and spin: 6.028 eV

Each line ends with the Mulliken charge.
Geometry (Å):
C (0.226, -0.174, 0.196)  -0.097
C (-1.641, 0.946, -0.518)  -0.478
C (-1.969, -0.278, 0.347)  -0.372
C (-0.186, 0.928, -0.561)  0.017
C (2.616, -0.903, 0.374)  -0.545
N (-0.736, -0.860, 0.698)  -0.235
H (-2.082, 0.911, -1.524)  0.344
H (-2.023, 1.893, -0.109)  0.348
H (-2.526, -0.051, 1.265)  0.320
H (-2.580, -1.038, -0.160)  0.316
H (0.441, 1.624, -1.090)  0.424
H (2.940, -0.466, -0.550)  0.323
H (2.383, -1.950, 0.407)  0.313
H (2.817, -0.394, 1.296)  0.324

[14]
The following is a DFT calculation (ωB97M-V/def2-TZVPD) of the ion C5H8N with charge +1 in a non-equilibrium geometry.

Output
Frontier orbital gap (spin up / spin down): 0.3322 / 0.3322 Eh
Total charge: +1
ΔE to the lowest compared entry with this formula, charge and spin: 5.432 eV

Each line ends with the Mulliken charge.
Geometry (Å):
C (0.958, 0.090, 1.866)  -1.170
C (0.210, -0.007, 0.663)  0.683
C (-0.752, -0.832, 0.001)  -0.207
C (-0.567, -1.312, -1.336)  -0.277
N (-0.889, 0.115, -1.211)  -0.121
C (0.023, 1.071, -0.457)  -0.495
H (0.986, -0.785, 2.510)  0.357
H (0.512, 0.736, 2.682)  0.339
H (1.807, 0.650, 1.539)  0.344
H (0.498, -1.609, -1.618)  0.215
H (-1.317, -1.829, -1.835)  0.308
H (-1.804, 0.363, -1.750)  0.365
H (-0.518, 2.054, -0.072)  0.306
H (0.853, 1.295, -0.981)  0.352

[15]
The following is a DFT calculation (ωB97M-V/def2-TZVPD) of the ion C5H8N with charge +1 in a non-equilibrium geometry.

Output
Frontier orbital gap: 0.3966 Eh
Total charge: +1
ΔE to the lowest compared entry with this formula, charge and spin: 2.593 eV

Each line ends with the Mulliken charge.
Geometry (Å):
C (-3.241, -0.014, 0.140)  -0.163
N (-2.037, 0.077, -0.103)  -0.008
C (-0.765, 0.038, -0.261)  -0.076
C (0.555, 0.040, 0.546)  0.023
C (1.707, -0.718, -0.078)  -0.543
C (1.736, 0.763, -0.067)  -0.525
H (-3.875, 0.867, 0.178)  0.277
H (-3.714, -0.985, 0.269)  0.274
H (-0.516, 0.001, -1.329)  0.275
H (0.424, 0.036, 1.618)  0.419
H (1.540, -1.230, -1.015)  0.264
H (2.322, -1.270, 0.619)  0.261
H (2.375, 1.276, 0.640)  0.260
H (1.590, 1.291, -0.995)  0.263

[16]
The following is a DFT calculation (ωB97M-V/def2-TZVPD) of a cluster of 2 separate species, C5H8N in total in a non-equilibrium geometry.

Output
Frontier orbital gap (spin up / spin down): 0.2663 / 0.2391 Eh
Total charge: +1
ΔE to the lowest compared entry with this formula, charge and spin: 7.277 eV

Each line ends with the Mulliken charge.
Geometry (Å):
C (-0.537, 1.621, 3.253)  -0.244
C (0.999, -1.129, -1.699)  -0.353
C (-0.396, -0.758, -1.744)  -0.513
C (-0.682, 0.564, 1.076)  -0.355
C (0.657, 0.187, -1.283)  0.088
N (-0.668, 1.007, 2.215)  0.106
H (-0.648, 1.126, 4.258)  0.269
H (-0.468, 2.770, 3.111)  0.240
H (1.343, -1.785, -0.940)  0.248
H (1.537, -1.433, -2.639)  0.276
H (-0.831, -0.473, -2.636)  0.258
H (-1.123, -1.063, -1.063)  0.261
H (-1.506, 0.454, 0.523)  0.318
H (1.238, 1.154, -1.223)  0.402

Taking the records one at a time from the top gives calculated total energy values of -699.95703; -349.84820; -349.84264; -500.16036; -547.56587; -677.26205; -693.55366; -1020.90503; -249.61365; -249.58713; -249.63302; -249.64605; -249.60362; -249.62551; -249.72984; -249.55771 hartree.